(1)
The following is a DFT calculation (ωB97M-V/def2-TZVPD) of the molecule C9H16N2O5 at a distorted geometry.

XYZ file:
```
32
Properties=species:S:1:pos:R:3:lowdin_charge:R:1
C -1.98 -0.93 -2.34 -0.07
C -2.27 0.06 -1.21 -0.39
C -3.39 -0.48 -0.31 -0.07
C -1.00 0.34 -0.40 -0.29
N -1.17 1.16 0.81 0.08
C 0.07 1.06 -1.25 -0.42
O -0.21 1.68 -2.26 0.07
N 1.36 1.00 -0.82 0.13
C 1.79 0.51 0.49 -0.21
C 1.97 -1.04 0.55 -0.02
C 1.27 -1.63 1.75 -0.53
O 0.30 -2.34 1.67 0.11
O 1.77 -1.29 2.94 0.13
C 3.08 1.21 0.84 -0.44
O 3.65 2.05 0.19 0.14
O 3.55 0.78 2.04 0.10
H -1.23 -0.52 -3.04 0.08
H -2.91 -1.13 -2.93 0.09
H -1.63 -1.88 -1.92 0.08
H -2.57 0.99 -1.65 0.13
H -4.27 -0.73 -0.92 0.08
H -3.07 -1.43 0.20 0.10
H -3.68 0.25 0.45 0.06
H -0.59 -0.59 -0.06 0.12
H -1.76 0.69 1.48 0.08
H -1.61 2.01 0.57 0.08
H 2.02 1.59 -1.31 0.14
H 1.06 0.79 1.22 0.13
H 1.55 -1.48 -0.36 0.14
H 3.03 -1.32 0.53 0.14
H 2.52 -0.68 2.82 0.08
H 4.35 1.29 2.23 0.14
```

The calculation puts the HOMO energy at -0.35575 Eh. The calculation puts the electronic energy at -838.31844 Ha. For the frontier orbital gap, the calculation gives 9.89 eV. Its SMILES is CC(C)[C@H](N)C(=O)N[C@@H](CC(=O)O)C(=O)O. The calculation puts the molar mass at 232.2 g/mol.

(2)
The following is a DFT calculation (ωB97M-V/def2-TZVPD) of a structure of composition C9H16N2O5RhSe2 at a distorted geometry.

XYZ file:
```
35
Properties=species:S:1:pos:R:3:lowdin_charge:R:1
Rh -0.57 -0.06 0.36 0.56
N -0.12 0.13 -2.09 -0.04
C 1.32 0.01 -2.27 -0.18
C 2.10 0.63 -1.09 -0.58
O 3.17 1.20 -1.30 0.01
N 1.52 0.43 0.09 -0.07
C 2.17 0.97 1.25 -0.16
C 1.43 0.56 2.58 -0.69
O 2.08 0.63 3.61 0.01
O 0.23 0.22 2.46 -0.12
H -0.62 -0.55 -2.65 0.06
H -0.45 1.06 -2.35 0.06
H 1.69 0.49 -3.18 0.11
H 1.57 -1.06 -2.31 0.12
H 2.14 2.07 1.22 0.12
H 3.21 0.65 1.31 0.12
O -6.21 0.05 -0.97 -0.06
C -5.67 -0.05 0.33 -0.24
C -4.13 -0.08 0.31 -0.57
C -3.70 -0.11 1.80 -0.30
O -4.08 1.05 2.49 -0.09
C -3.70 -1.37 -0.40 -0.53
Se -1.84 -2.04 -0.14 0.54
C -3.66 1.18 -0.43 -0.50
Se -1.96 2.02 0.16 0.65
H -7.16 0.15 -0.89 0.09
H -6.04 -0.96 0.82 0.12
H -5.97 0.82 0.94 0.12
H -2.60 -0.26 1.87 0.05
H -4.19 -0.95 2.29 0.13
H -3.43 1.74 2.30 0.03
H -3.84 -1.26 -1.48 0.05
H -4.33 -2.20 -0.06 0.05
H -4.40 1.97 -0.31 0.06
H -3.58 0.97 -1.50 0.05
```

The calculation puts the HOMO energy (alpha / beta) at -0.18105 / -0.18010 Eh. As for the total charge: -1. The calculation puts the electronic energy at -5751.72263 Ha. For the frontier orbital gap (alpha / beta), the calculation gives 6.32 / 6.24 eV. The calculation puts the molar mass at 493.1 g/mol.

(3)
The following is a DFT calculation (ωB97M-V/def2-TZVPD) of a cluster of 2 separate species, C9H16N3 in total at a distorted geometry.

XYZ file:
```
28
Properties=species:S:1:pos:R:3:lowdin_charge:R:1
C -2.89 -1.13 0.07 -0.06
C -1.53 2.31 0.80 -0.06
C -2.43 1.23 0.82 -0.01
C -0.47 2.35 -0.10 -0.09
C -2.18 0.18 -0.07 -0.27
C -0.33 1.35 -1.06 -0.15
C -1.17 0.24 -1.05 -0.09
H -1.71 3.18 1.43 0.11
H -3.15 1.08 1.60 0.12
H 0.26 3.15 -0.16 0.10
H 0.20 1.63 -1.97 0.11
H -3.95 -1.19 0.23 0.08
H -2.44 -1.82 0.77 0.08
H -1.15 -0.47 -1.88 0.12
H -2.82 -1.67 -0.89 0.08
C 1.62 -2.93 0.58 -0.06
C 2.02 -0.59 -0.02 -0.41
N 1.27 -1.70 -0.13 0.04
N 2.83 -0.18 1.04 0.20
N 2.15 0.16 -1.10 0.22
H 0.28 -1.47 -0.19 0.13
H 2.31 -0.10 1.91 0.13
H 3.34 0.66 0.83 0.11
H 2.43 1.12 -1.00 0.13
H 1.91 -0.27 -1.98 0.15
H 1.99 -2.86 1.61 0.09
H 2.54 -3.38 0.18 0.10
H 0.96 -3.74 0.23 0.10
```

The calculation puts the HOMO energy at -0.45240 Eh. As for the total charge: +1. The calculation puts the electronic energy at -516.54744 Ha. For the frontier orbital gap, the calculation gives 8.97 eV. The calculation puts the molar mass at 166.2 g/mol.

(4)
The following is a DFT calculation (ωB97M-V/def2-TZVPD) of a cluster of 2 separate species, C9H16N3 in total at a distorted geometry.

XYZ file:
```
28
Properties=species:S:1:pos:R:3:lowdin_charge:R:1
C 2.03 1.11 -1.66 -0.03
C 0.25 -2.17 -0.76 -0.11
C 1.12 -1.08 -0.71 -0.08
C -0.73 -2.18 -1.74 -0.10
C 1.04 -0.05 -1.62 -0.28
C -0.99 -1.03 -2.48 -0.08
C -0.04 -0.02 -2.51 -0.05
H 0.38 -3.06 -0.15 0.10
H 1.93 -1.10 0.02 0.11
H -1.38 -3.04 -1.84 0.11
H -1.69 -1.07 -3.30 0.11
H 1.60 1.92 -1.09 0.06
H 2.21 1.42 -2.69 0.09
H -0.16 0.80 -3.21 0.12
H 2.97 0.72 -1.28 0.08
C 0.68 2.31 1.74 -0.02
C -0.90 0.50 2.07 -0.48
N -0.68 1.83 2.10 0.05
N -0.10 -0.26 2.84 0.21
N -1.82 -0.07 1.36 0.26
H -1.48 2.39 1.83 0.15
H 0.16 0.01 3.77 0.14
H 0.03 -1.22 2.55 0.12
H -1.93 -1.07 1.45 0.14
H -2.13 0.54 0.62 0.15
H 0.55 2.90 0.82 0.09
H 1.29 1.54 1.33 0.07
H 1.01 2.95 2.55 0.09
```

The calculation puts the HOMO energy at -0.44857 Eh. As for the total charge: +1. The calculation puts the electronic energy at -516.57975 Ha. For the frontier orbital gap, the calculation gives 9.24 eV. The calculation puts the molar mass at 166.2 g/mol.

(5)
The following is a DFT calculation (ωB97M-V/def2-TZVPD) of a cluster of 2 separate species, C9H16N3O in total at a distorted geometry.

XYZ file:
```
29
Properties=species:S:1:pos:R:3:lowdin_charge:R:1
C 2.53 -0.97 -0.86 -0.05
C 1.56 -0.44 -1.67 -0.09
C 2.82 -0.24 0.32 -0.06
C 0.76 0.61 -1.29 -0.10
C 2.22 0.94 0.57 -0.04
C 1.06 1.31 -0.14 -0.25
C -1.23 -2.91 -0.09 -0.07
C -1.15 -1.86 1.02 -0.23
C -2.51 0.21 1.12 -0.21
N -0.74 2.81 -0.44 0.08
N 0.44 2.54 0.35 0.00
N -1.52 -0.56 0.57 0.06
O -2.56 1.43 0.99 0.01
H 3.00 -1.87 -1.03 0.09
H 1.18 -0.99 -2.63 0.16
H 3.74 -0.50 0.82 0.12
H -0.12 0.87 -1.92 0.12
H 2.55 1.63 1.35 0.13
H -1.36 -3.95 0.32 0.09
H -2.02 -2.70 -0.77 0.06
H -0.21 -3.00 -0.52 0.07
H -0.15 -1.74 1.34 0.10
H -1.81 -2.24 1.85 0.15
H -3.28 -0.16 1.75 0.14
H -1.66 2.24 0.23 0.17
H -0.67 2.45 -1.40 0.13
H 1.07 3.36 0.46 0.16
H -0.92 -0.04 -0.05 0.08
H -1.04 3.78 -0.24 0.17
```

The calculation puts the HOMO energy at -0.46033 Eh. As for the total charge: +1. The calculation puts the electronic energy at -591.74147 Ha. For the frontier orbital gap, the calculation gives 9.76 eV. The calculation puts the molar mass at 182.2 g/mol.

(6)
The following is a DFT calculation (ωB97M-V/def2-TZVPD) of the molecule C9H16N3O2P at a distorted geometry.

XYZ file:
```
31
Properties=species:S:1:pos:R:3:lowdin_charge:R:1
N -1.83 2.40 -0.05 -0.02
N -1.85 1.35 0.92 -0.14
C -2.07 -0.02 0.31 -0.57
P -1.84 -1.22 1.68 0.99
C -3.46 0.06 -0.30 -0.63
O -4.36 0.53 0.29 0.11
O -3.63 -0.42 -1.48 0.12
C -0.97 -0.35 -0.69 -0.35
N -1.34 -1.52 -1.42 0.05
C 0.42 -0.43 0.00 -0.32
C 1.21 -1.44 -0.25 -0.05
C 2.61 -1.37 0.33 -0.07
C 3.26 -0.22 0.42 -0.11
C 2.48 0.99 0.18 -0.19
C 1.00 0.79 0.56 -0.15
H -1.15 3.18 0.23 0.10
H -2.69 3.00 -0.10 0.10
H -2.48 1.57 1.72 0.12
H -0.49 -0.95 1.76 -0.08
H -2.11 -0.45 2.73 -0.12
H -2.74 -0.79 -1.82 0.07
H -0.64 0.52 -1.36 0.18
H -1.46 -2.40 -0.95 0.10
H -0.97 -1.46 -2.37 0.13
H 1.00 -2.27 -0.88 0.10
H 2.99 -2.37 0.43 0.09
H 4.27 -0.24 0.78 0.10
H 2.86 1.76 0.78 0.09
H 2.58 1.45 -0.83 0.13
H 0.43 1.61 0.49 0.04
H 1.19 0.65 1.71 0.17
```

The calculation puts the HOMO energy at -0.31353 Eh. The calculation puts the electronic energy at -1008.50370 Ha. For the frontier orbital gap, the calculation gives 9.14 eV. Its SMILES is NN[C@@](P)(C(=O)O)[C@H](N)C1=CC=CCC1. The calculation puts the molar mass at 229.2 g/mol.

(7)
The following is a DFT calculation (ωB97M-V/def2-TZVPD) of the molecule C9H16N4S2 at a distorted geometry.

XYZ file:
```
31
Properties=species:S:1:pos:R:3:lowdin_charge:R:1
C 2.13 0.75 4.54 -0.46
S 2.69 -0.23 3.20 0.88
C 1.03 -0.31 2.39 -0.56
N -0.06 0.30 2.85 0.01
N -1.05 0.06 1.97 0.06
C -0.59 -0.58 0.94 -0.37
C -1.30 -1.02 -0.20 -0.12
N -0.68 -0.32 -1.36 -0.19
C -0.73 1.22 -1.42 -0.24
C -1.80 1.76 -2.29 -0.53
S -1.67 1.24 -4.07 0.80
C -0.75 -0.40 -3.96 -0.44
C -1.00 -1.07 -2.61 -0.27
N 0.71 -0.83 1.22 -0.07
C 1.58 -1.69 0.44 0.00
H 1.82 1.65 4.25 -0.02
H 1.38 0.28 5.26 0.08
H 2.99 0.84 5.19 0.03
H -2.26 -0.59 -0.18 0.12
H -1.15 -2.14 -0.33 0.16
H 0.27 1.47 -2.05 0.16
H -0.88 1.69 -0.41 0.13
H -2.89 1.69 -1.90 0.10
H -1.47 2.92 -2.38 0.12
H 0.26 -0.20 -4.23 0.04
H -1.10 -1.17 -4.72 0.10
H -2.03 -1.29 -2.69 0.08
H -0.36 -2.05 -2.44 0.15
H 1.35 -1.53 -0.60 0.08
H 2.60 -1.44 0.52 0.06
H 1.46 -2.69 0.84 0.10
```

The calculation puts the HOMO energy at -0.31143 Eh. The calculation puts the electronic energy at -1367.82261 Ha. For the frontier orbital gap, the calculation gives 9.04 eV. Its SMILES is CSc1nnc(CN2CCSCC2)n1C. The calculation puts the molar mass at 244.4 g/mol.

(8)
The following is a DFT calculation (ωB97M-V/def2-TZVPD) of a cluster of 2 separate species, C9H16N5O in total at a distorted geometry.

XYZ file:
```
31
Properties=species:S:1:pos:R:3:lowdin_charge:R:1
C -1.03 -0.01 0.59 -0.14
C -0.11 -0.36 -0.26 0.00
C -0.83 0.29 1.97 -0.23
C -2.57 0.00 0.10 -0.10
C -2.62 0.00 -1.48 -0.13
C -1.67 -1.20 -1.92 -0.18
C -0.27 -1.04 -1.52 -0.32
C 0.70 -0.25 -2.57 0.01
C 3.74 -0.30 1.43 -0.14
N 3.81 1.71 1.06 -0.04
N 2.88 1.29 0.24 0.04
N 4.39 0.79 1.75 0.10
N -1.63 0.84 2.83 0.28
N 2.77 0.04 0.51 -0.05
O 0.40 0.01 2.58 0.13
H -3.07 -0.91 0.36 0.10
H -3.15 0.93 0.52 0.13
H -3.80 -0.22 -1.70 0.17
H -2.50 0.86 -1.92 0.04
H -2.16 -2.12 -1.59 0.13
H -1.77 -1.30 -2.98 0.11
H 0.01 -2.17 -1.50 0.19
H 0.78 -0.66 -3.56 0.08
H 1.68 -0.28 -2.07 0.06
H 0.34 0.72 -2.60 0.05
H 3.47 -1.12 1.95 0.08
H 0.97 -0.42 2.02 0.02
H 4.01 2.71 1.02 0.18
H 0.93 -0.07 0.44 0.14
H -2.52 1.31 2.62 0.17
H -1.18 0.93 3.68 0.12
```

The calculation puts the HOMO energy at -0.49177 Eh. As for the total charge: +1. The calculation puts the electronic energy at -701.16133 Ha. For the frontier orbital gap, the calculation gives 9.12 eV. The calculation puts the molar mass at 210.3 g/mol.

(9)
The following is a DFT calculation (ωB97M-V/def2-TZVPD) of the ion C9H16NO with charge +1 at a distorted geometry.

XYZ file:
```
27
Properties=species:S:1:pos:R:3:lowdin_charge:R:1
C -1.31 -1.78 0.03 0.03
C -1.33 -0.31 -0.01 -0.09
C -0.20 0.74 0.00 -0.04
C 1.28 0.51 0.00 -0.57
C 2.00 1.86 0.07 -0.04
C 1.70 -0.20 -1.30 -0.02
C 1.66 -0.35 1.21 -0.02
C -0.89 1.90 0.02 0.02
O -2.22 1.71 0.02 0.10
N -2.44 0.38 0.00 -0.08
C -3.80 -0.08 -0.04 0.05
H -2.12 -2.20 -0.57 0.10
H -0.37 -2.18 -0.32 0.08
H -1.46 -2.10 1.06 0.12
H 3.07 1.69 0.01 0.10
H 1.71 2.50 -0.76 0.09
H 1.79 2.36 1.01 0.10
H 2.77 -0.42 -1.25 0.10
H 1.18 -1.13 -1.45 0.07
H 1.53 0.44 -2.16 0.10
H 2.73 -0.26 1.38 0.10
H 1.16 0.00 2.11 0.10
H 1.42 -1.39 1.06 0.08
H -0.57 2.92 0.04 0.16
H -3.98 -0.82 0.73 0.12
H -4.45 0.78 0.12 0.12
H -4.02 -0.51 -1.02 0.12
```

The calculation puts the HOMO energy at -0.52257 Eh. As for the total charge: +1. The calculation puts the electronic energy at -482.24115 Ha. For the frontier orbital gap, the calculation gives 10.53 eV. Its SMILES is Cc1c(C(C)(C)C)co[n+]1C. The calculation puts the molar mass at 154.2 g/mol.

(10)
The following is a DFT calculation (ωB97M-V/def2-TZVPD) of the ion C9H16NO with charge +1 at a distorted geometry.

XYZ file:
```
27
Properties=species:S:1:pos:R:3:lowdin_charge:R:1
C 2.50 1.56 -1.27 0.23
C 1.99 0.91 -0.41 -0.04
C 1.54 0.10 0.72 -0.34
O 2.19 -0.33 1.64 0.17
C -0.01 -0.29 0.42 -0.35
C -0.55 -0.63 1.78 -0.02
C -0.14 -1.49 -0.61 -0.14
C 1.18 -2.19 -0.83 -0.03
N -0.62 0.92 -0.29 -0.14
C -1.98 0.50 -0.72 0.01
C -0.65 2.12 0.57 0.03
H 2.83 1.91 -2.16 0.03
H -0.42 0.12 2.59 0.11
H -1.58 -1.05 1.76 0.11
H 0.00 -1.49 2.18 0.11
H -0.68 -1.04 -1.32 0.03
H -0.82 -2.20 -0.16 0.13
H 1.89 -1.53 -1.31 0.08
H 1.08 -3.00 -1.50 0.08
H 1.40 -2.54 0.12 0.07
H -0.10 1.13 -1.16 0.18
H -2.49 0.03 0.16 0.13
H -2.59 1.38 -1.01 0.13
H -1.91 -0.18 -1.60 0.12
H -1.28 1.88 1.33 0.08
H 0.37 2.46 0.89 0.14
H -1.15 2.94 0.19 0.09
```

The calculation puts the HOMO energy at -0.52603 Eh. As for the total charge: +1. The calculation puts the electronic energy at -482.13688 Ha. For the frontier orbital gap, the calculation gives 10.36 eV. Its SMILES is C#CC(=O)[C@](C)(CC)[NH+](C)C. The calculation puts the molar mass at 154.2 g/mol.

(11)
The following is a DFT calculation (ωB97M-V/def2-TZVPD) of the molecule C9H16OSi at a distorted geometry.

XYZ file:
```
27
Properties=species:S:1:pos:R:3:lowdin_charge:R:1
C 3.06 0.71 0.95 0.02
C 1.86 0.73 0.43 -0.36
C 1.45 1.47 -0.80 -0.05
C 0.75 -0.18 0.93 -0.20
O -0.47 0.76 1.03 -0.19
Si -1.70 0.14 0.14 0.43
C -3.11 -0.44 1.29 -0.18
C -2.37 1.32 -1.11 -0.17
C -0.71 -1.26 -0.66 -0.04
C 0.50 -1.32 -0.11 -0.30
C 1.68 -2.17 -0.41 -0.01
H 3.89 1.34 0.40 0.10
H 3.44 0.06 1.85 0.10
H 0.62 1.99 -0.62 0.01
H 2.25 2.22 -1.21 0.13
H 1.08 0.90 -1.67 0.10
H 0.76 -0.65 1.85 0.13
H -4.11 -0.34 0.91 0.00
H -2.95 -1.55 1.62 0.05
H -3.10 0.17 2.31 0.07
H -3.08 0.77 -1.82 0.06
H -2.96 2.12 -0.71 0.01
H -1.67 1.96 -1.70 0.04
H -0.95 -1.91 -1.37 0.02
H 1.81 -2.79 0.35 0.03
H 2.60 -1.40 -0.58 0.15
H 1.43 -2.65 -1.27 0.05
```

The calculation puts the HOMO energy at -0.34502 Eh. The calculation puts the electronic energy at -717.21452 Ha. For the frontier orbital gap, the calculation gives 10.24 eV. Its SMILES is C=C(C)[C@H]1O[Si](C)(C)C=C1C. The calculation puts the molar mass at 168.3 g/mol.

(12)
The following is a DFT calculation (ωB97M-V/def2-TZVPD) of the molecule C9H16Si at a distorted geometry.

XYZ file:
```
26
Properties=species:S:1:pos:R:3:lowdin_charge:R:1
C -0.22 2.03 2.06 -0.04
C -0.77 1.69 0.89 -0.24
C -0.09 0.31 0.44 -0.18
C 0.83 0.04 1.38 -0.32
C 0.82 1.05 2.49 -0.16
C -1.73 2.41 0.03 -0.07
C 1.80 -1.09 1.42 -0.05
C 0.00 -0.01 -2.70 -0.21
C -0.23 -2.52 -0.89 -0.23
Si -0.69 -0.68 -1.04 0.61
H -0.45 2.91 2.64 0.11
H 1.79 1.53 2.61 0.11
H 0.56 0.57 3.43 0.11
H -2.17 3.25 0.57 0.08
H -2.51 1.75 -0.33 0.06
H -1.20 2.80 -0.84 0.08
H 2.57 -0.89 2.17 0.08
H 2.27 -1.22 0.45 0.08
H 1.31 -2.03 1.68 0.08
H -0.80 0.20 -3.40 0.01
H 0.57 0.90 -2.56 0.02
H 0.65 -0.74 -3.17 0.02
H -0.54 -2.93 0.06 0.02
H -0.72 -3.09 -1.67 0.02
H 0.84 -2.69 -0.98 0.02
H -2.17 -0.63 -1.06 -0.01
```

The calculation puts the HOMO energy (alpha / beta) at -0.17068 / -0.34824 Eh. The calculation puts the electronic energy at -641.87000 Ha. The spin multiplicity is 3. For the frontier orbital gap (alpha / beta), the calculation gives 5.62 / 7.69 eV. The calculation puts the molar mass at 152.3 g/mol.

Question: Which formula does entry 2 have?
Answer: C9H16N2O5RhSe2

Question: Which value of electronic energy does entry 8 give?
Answer: -701.16133 Ha